(1)
The following is a DFT calculation (the ωB97M-V functional and the def2-TZVPD basis) of a cluster of 7 separate species, C40H87N3O20PS6 in total.

Each line ends with the Mulliken charge.
Positions of all 157 atoms, in Å:
S: 4.384 -3.316 0.694  1.30
H: -5.775 -2.953 -0.581  0.23
C: -3.635 0.338 -0.728  -0.81
C: -5.427 5.832 -0.447  -0.55
H: -5.447 1.579 -1.232  -0.61
H: -12.977 2.918 1.988  0.23
H: 9.181 -5.615 -4.657  0.33
H: 5.310 1.641 -0.309  0.39
H: 13.314 -10.055 -0.356  0.37
H: 4.224 -1.933 2.593  0.36
H: 2.306 3.992 2.621  0.37
C: -5.121 -2.962 0.408  -0.49
H: 9.886 -0.763 -3.038  0.33
C: 4.368 -6.107 -1.043  -0.85
H: 9.286 0.932 -3.069  0.36
H: -3.004 -1.996 -0.094  0.29
H: -7.481 8.710 2.013  0.38
H: -3.928 -1.256 1.398  0.20
H: 12.714 -14.530 -1.172  0.26
H: 9.966 -13.152 -1.324  0.30
H: -5.574 4.963 0.322  -0.11
H: -7.003 -3.521 1.574  0.29
O: 11.275 -5.364 -1.760  -0.61
C: -4.073 -1.703 0.325  -0.22
H: -2.848 0.331 0.138  0.37
C: -5.963 3.718 -2.894  -0.58
O: 4.424 -2.285 -0.321  -0.65
H: -8.452 4.777 2.248  0.25
O: 4.560 2.600 2.251  -0.63
C: -11.301 5.134 3.373  -0.74
H: -8.728 -0.548 1.093  0.30
O: 10.464 -10.766 -2.311  -0.63
H: 11.914 0.085 2.373  0.39
H: 8.332 -3.539 -1.069  0.18
H: 11.207 -15.340 -1.669  0.39
H: -4.140 4.175 1.761  0.34
C: 9.012 -6.367 -3.879  -0.47
H: -10.881 6.192 3.048  0.12
O: -7.138 2.879 0.249  0.57
C: -8.567 2.867 0.697  -0.06
H: -12.266 11.323 1.238  0.28
C: -2.412 3.258 -0.345  -0.69
H: 9.940 -8.159 -3.101  0.22
H: -3.131 0.310 -1.804  0.19
H: -6.068 2.579 -3.226  0.22
H: 8.130 -0.432 -2.985  0.36
H: 2.330 -5.465 -1.184  0.29
H: -8.831 0.718 -3.154  0.30
H: -6.453 5.910 -1.051  0.29
O: 3.251 -4.415 0.291  -0.31
H: 5.373 -5.683 -0.955  0.17
C: 3.312 -5.019 -0.993  -0.31
O: 12.841 -11.536 -2.726  -0.61
C: 9.117 -0.075 -2.683  -0.98
H: -12.484 5.135 3.337  0.30
H: 10.480 1.608 0.933  0.31
H: -11.011 4.859 4.488  0.26
H: -6.123 4.360 -3.886  0.45
H: -3.646 2.700 2.823  0.34
H: -8.856 8.482 0.891  0.34
N: -1.326 3.888 -0.957  -0.17
O: 8.951 -5.764 -2.595  -0.15
C: -6.074 -2.800 1.733  -0.83
C: -9.255 0.535 -0.898  0.34
C: 4.907 0.853 0.328  -0.98
H: -7.291 -0.480 -0.130  -0.10
C: -4.456 1.802 -0.653  0.77
H: -6.412 -1.699 1.964  0.11
C: -11.625 11.166 2.111  -0.31
O: 3.111 0.523 2.213  -0.61
C: -4.753 2.012 0.957  1.00
C: 3.563 -2.667 2.129  -1.05
H: 2.632 -2.190 1.817  0.29
H: 9.068 -4.834 -0.062  0.42
H: 11.073 -7.032 -3.842  0.27
H: -4.558 0.974 1.516  -0.03
C: -11.447 12.486 2.838  -1.00
H: 10.014 -8.004 -4.874  0.43
H: -10.894 12.348 3.772  0.30
H: 11.892 -14.036 -2.650  0.29
C: -8.293 9.208 1.479  -1.03
C: -11.263 1.757 0.630  -0.82
C: 10.068 -7.456 -3.930  -0.92
H: 11.635 -9.446 -0.148  0.30
C: -6.268 2.459 1.348  -1.23
H: -3.112 5.891 -0.927  0.20
H: -6.742 3.997 -2.070  0.02
H: 2.322 4.837 1.076  0.31
S: 3.824 1.582 1.532  1.25
C: -9.162 3.968 1.783  -0.46
C: -10.749 4.012 2.284  0.39
O: 9.018 -1.376 -0.410  -0.55
H: 10.691 -13.786 0.152  0.27
C: 10.921 -13.368 -0.834  -0.31
H: -4.264 6.463 -2.303  0.43
P: -4.125 3.950 -2.394  -0.14
H: -0.624 3.225 -1.399  0.28
H: -5.467 -3.184 2.663  0.34
H: -12.418 12.927 3.082  0.38
H: -4.451 -3.949 0.445  0.33
C: -8.466 -0.666 -0.050  -0.74
S: 11.789 -11.100 -1.833  1.21
H: 3.481 -4.266 -1.770  0.28
C: -11.834 2.907 1.690  -0.64
O: 5.575 -4.015 1.127  -0.60
H: -7.890 9.997 0.842  0.38
H: -5.316 6.888 0.097  0.33
H: 12.619 -8.915 -1.545  0.38
O: -10.385 10.667 1.632  -0.28
H: -8.732 -1.745 -0.434  0.31
H: 12.124 1.414 0.327  0.28
H: 8.030 -6.813 -4.070  0.28
H: -12.123 10.427 2.748  0.31
H: 4.314 -6.655 -1.988  0.39
C: 12.401 -9.742 -0.866  -0.97
H: -6.194 3.385 2.097  0.40
O: -4.675 -0.715 -0.616  -0.31
H: -1.163 4.918 -0.961  0.23
C: 9.263 -4.016 -0.758  -0.79
C: 11.433 -0.269 1.456  -0.90
C: -4.138 5.651 -1.436  -0.43
O: -8.640 10.956 3.402  -0.60
H: 9.924 -3.281 -0.294  0.35
C: 1.575 2.810 0.960  0.28
S: 9.163 -0.025 -0.908  1.14
H: -10.226 0.032 -1.367  0.57
O: 8.317 1.058 -0.455  -0.64
S: 10.084 -4.665 -2.193  1.17
H: 12.070 -1.027 0.989  0.25
H: 3.368 -3.485 2.825  0.42
H: 4.240 -6.810 -0.214  0.26
N: -3.519 2.791 -1.240  0.79
H: -6.784 1.594 1.958  0.34
H: -12.059 0.977 0.228  0.24
H: 4.344 0.126 -0.260  0.34
H: -1.833 2.152 1.395  0.38
H: -8.326 2.256 -2.114  0.03
C: 11.728 -14.380 -1.624  -0.98
O: 10.723 0.423 -0.759  -0.30
N: -2.316 3.068 1.152  -0.08
H: 1.077 2.071 1.597  0.31
S: -9.376 9.938 2.683  1.15
H: 0.934 2.968 0.086  -0.25
O: -10.089 8.879 3.364  -0.59
C: -9.664 1.744 0.150  0.00
C: -3.727 3.082 1.694  -1.03
H: -7.243 0.619 -2.094  0.10
C: -8.334 1.075 -2.148  -0.57
H: 0.782 4.571 1.931  0.37
O: 10.124 -3.634 -3.207  -0.63
H: 10.496 -0.761 1.734  0.23
O: 11.659 -12.174 -0.615  -0.27
C: 11.182 0.884 0.503  -0.34
C: 1.753 4.130 1.687  -1.16
H: 5.719 0.354 0.862  0.37
H: -10.878 13.193 2.227  0.26
O: 2.815 2.312 0.481  -0.34

Calculated values
**Max |F|**: 6.38 eV Å⁻¹
**HOMO level**: -10.186 eV
**Net charge**: +1

(2)
The following is a DFT calculation (the ωB97M-V functional and the def2-TZVPD basis) of a cluster of 6 separate species, C40H90BrN5 in total.

Each line ends with the Mulliken charge.
Positions of all 136 atoms, in Å:
H: -10.617 -28.059 15.608  0.67
C: -6.989 -20.976 16.608  -1.37
H: -2.256 -24.880 11.778  0.43
C: -8.137 -25.645 9.303  0.13
H: -8.322 -21.296 12.031  0.02
H: -15.441 -25.680 11.883  0.53
H: -13.664 -21.853 13.158  0.54
H: -15.191 -23.412 12.794  0.34
H: -9.080 -21.864 13.940  0.19
N: -8.502 -19.861 13.364  0.67
H: -12.223 -22.956 16.704  0.44
C: -12.849 -24.606 15.196  -0.04
C: -9.538 -30.103 14.546  -1.05
C: -14.776 -24.223 13.392  -0.67
C: -10.421 -23.349 7.227  -0.37
C: -10.904 -24.235 9.555  -0.81
H: -7.128 -28.984 15.766  0.33
H: -10.765 -23.235 9.967  0.19
H: -10.895 -23.498 15.669  0.01
C: -9.548 -20.883 13.859  -1.27
C: -13.475 -24.697 11.465  -0.60
H: -9.135 -30.721 13.744  0.40
C: -8.481 -24.273 8.695  -0.76
H: -8.327 -26.297 16.067  0.27
H: -8.094 -25.684 10.391  -0.34
H: -14.229 -22.185 14.835  0.40
H: -6.803 -18.748 14.121  0.49
C: -5.586 -24.304 14.990  -0.64
H: -11.762 -25.021 12.773  -0.90
H: -10.943 -26.113 7.451  0.59
H: -7.991 -24.225 7.723  0.35
C: -11.839 -23.795 16.124  0.12
H: -7.117 -25.960 9.083  0.68
H: -13.815 -23.925 10.774  0.29
C: -7.480 -19.504 14.519  -1.16
H: -4.970 -21.699 12.122  -0.06
H: -6.643 -20.104 17.163  0.38
H: -11.731 -24.457 6.000  0.34
H: -11.844 -29.810 13.069  0.30
C: -4.387 -24.080 14.050  -0.78
C: -4.425 -22.154 11.294  -0.17
H: -8.524 -17.723 13.199  0.47
C: -9.760 -27.642 15.080  0.07
H: -8.509 -19.888 10.068  0.35
H: -7.940 -18.946 15.334  0.62
H: -6.551 -23.963 14.614  -0.09
N: -9.368 -28.718 13.921  0.42
H: -3.417 -24.534 14.251  0.50
C: -9.155 -26.662 8.759  -0.43
H: -11.815 -27.620 11.081  -0.07
H: -15.417 -24.526 14.220  0.39
H: -10.380 -20.948 13.158  0.44
H: -3.567 -24.977 9.773  0.26
Br: -8.933 -24.677 12.988  -0.56
C: -9.893 -25.903 7.655  -0.65
H: -12.276 -24.764 18.079  0.44
C: -11.434 -24.590 17.410  -1.58
H: -11.643 -22.448 4.557  0.37
H: -7.499 -18.565 10.997  0.39
H: -5.640 -20.751 14.782  0.46
C: -12.488 -24.234 12.568  0.91
H: -5.364 -23.997 16.012  0.47
H: -12.532 -25.551 14.756  -0.17
C: -13.433 -22.338 14.106  -1.03
C: -10.108 -28.705 12.644  -0.77
N: -10.019 -24.464 8.254  0.17
H: -9.941 -20.491 14.797  0.47
H: -11.990 -28.023 13.557  0.24
H: -10.077 -18.311 13.594  0.37
H: -6.707 -20.493 12.253  0.00
H: -7.024 -21.683 14.548  -0.47
C: -9.458 -18.722 11.530  -0.77
H: -10.623 -25.060 10.210  0.19
C: -6.690 -20.788 15.073  0.61
H: -11.949 -29.504 10.910  0.46
H: -13.784 -24.807 15.719  0.42
H: -12.590 -23.497 7.158  0.18
H: -12.198 -21.354 5.832  0.36
N: -13.335 -23.818 13.868  0.66
H: -11.725 -23.566 12.170  -0.15
C: -2.423 -23.803 11.792  -1.06
C: -8.487 -27.371 15.981  -0.51
H: -6.176 -22.315 10.036  -0.51
H: -9.835 -27.776 12.144  0.06
H: -10.436 -22.444 7.834  0.32
H: -3.491 -21.593 11.290  0.29
H: -5.211 -23.496 8.409  0.33
C: -9.182 -18.575 13.031  -0.74
H: -10.637 -24.124 17.989  0.44
H: -2.168 -23.396 12.771  0.40
H: -13.260 -22.557 5.200  0.40
H: -4.483 -25.426 12.344  0.61
H: -4.167 -23.013 14.017  0.47
C: -4.737 -24.400 12.610  -0.85
C: -11.749 -23.471 6.465  -0.41
H: -5.291 -24.805 10.215  0.11
C: -14.530 -25.356 12.387  -0.67
H: -9.597 -23.435 6.519  0.41
H: -11.029 -25.586 17.229  0.21
H: -8.072 -21.014 16.729  0.32
H: -9.774 -27.118 9.532  -0.33
C: -7.855 -28.470 13.782  -0.36
H: -8.675 -27.559 8.369  0.55
H: -7.344 -29.360 13.415  0.60
C: -5.126 -22.057 9.899  0.60
H: -14.251 -26.244 12.954  0.09
H: -5.849 -25.322 15.279  -0.07
C: -4.325 -24.302 10.171  -0.39
H: -6.529 -27.449 15.152  0.33
C: -12.157 -28.584 11.457  -1.10
H: -1.835 -23.375 10.981  0.40
H: -4.992 -21.212 9.224  0.47
H: -11.952 -24.337 9.273  0.44
H: -8.944 -30.367 15.422  0.38
H: -10.582 -30.252 14.819  0.37
H: -9.815 -29.494 11.952  0.56
H: -8.172 -23.418 9.296  0.37
H: -9.345 -25.881 6.713  0.32
H: -5.753 -24.126 12.325  0.34
C: -8.235 -19.369 10.986  -0.46
H: -12.464 -21.889 14.327  0.06
C: -12.220 -22.386 5.480  -1.43
H: -13.060 -25.486 10.838  0.45
C: -7.398 -28.108 15.176  -0.77
N: -3.949 -23.647 11.488  0.43
H: -7.556 -27.607 13.186  -0.07
C: -7.785 -20.356 12.157  -0.23
C: -11.662 -28.763 12.828  -0.13
H: -10.437 -19.199 11.481  0.29
H: -13.234 -28.505 11.307  0.41
H: -9.795 -17.819 11.023  0.46
H: -9.993 -26.634 14.736  -0.59
H: -8.686 -27.846 16.943  0.38
C: -4.467 -23.188 9.144  -0.79
H: -3.562 -22.987 8.572  0.42
H: -6.643 -21.949 16.955  0.31

Calculated values
**Max |F|**: 3.52 eV Å⁻¹
**HOMO level**: -17.538 eV
**Relative energy (zero: lowest compared OMol25 entry of this formula, charge and spin)**: 635.23 kJ/mol
**Net charge**: +4

(3)
The following is a DFT calculation (the ωB97M-V functional and the def2-TZVPD basis) of a cluster of 15 separate species, C40H91FO17 in total.

Each line ends with the Mulliken charge.
Positions of all 149 atoms, in Å:
H: 4.026 -2.657 -4.175  0.36
H: -9.255 -0.923 -1.187  0.15
H: -6.361 -4.207 -0.326  0.34
C: -0.538 0.810 0.327  0.11
H: -9.003 -0.922 3.612  0.20
C: -6.729 2.442 -3.302  -0.43
C: 0.328 0.015 -2.631  -0.01
H: -5.032 2.320 -2.365  0.13
H: 9.412 3.539 5.343  0.31
H: 8.776 2.269 6.425  0.20
H: 7.553 -2.467 0.516  0.06
H: -6.722 1.395 -3.620  0.23
O: -8.654 -1.570 -3.068  -0.51
H: 7.026 5.628 7.118  0.27
H: 0.725 -6.555 -1.101  0.26
C: 5.454 0.725 2.588  -0.68
O: -2.372 4.103 -2.403  -0.43
C: -1.311 0.555 1.562  0.12
H: 8.672 -2.471 1.839  0.28
H: 6.989 -2.758 2.171  0.36
C: -1.221 0.858 -0.825  0.31
H: -10.356 -0.577 -2.535  0.29
C: 4.031 0.137 2.505  -0.56
O: 4.375 2.384 5.479  -0.45
H: 8.023 -2.498 -2.147  0.16
H: 11.200 0.408 9.092  0.29
H: -4.573 3.790 -6.206  0.14
H: 4.904 2.412 6.280  0.24
C: -4.940 1.085 0.376  -1.19
O: -5.590 4.044 -7.996  -0.53
C: 7.462 -0.658 1.751  -0.38
O: 11.334 1.107 7.133  -0.47
H: -1.839 5.669 -1.220  0.27
C: 3.067 -3.096 -3.915  -1.36
C: 2.468 -0.676 -3.593  -0.92
H: 5.695 1.149 1.615  0.44
H: 1.425 0.441 -0.435  -0.08
H: -2.197 -5.291 -3.122  0.26
C: -7.625 6.542 -4.363  -0.65
O: -9.255 -2.626 2.528  -0.44
C: -0.041 -1.330 -2.554  -0.12
C: -2.695 0.639 -0.835  0.55
C: -6.062 -3.633 0.543  -1.35
H: -5.321 1.169 -0.631  0.10
C: -2.689 5.003 -1.345  -0.47
H: 5.435 1.548 3.297  0.10
H: 7.077 -0.235 0.828  0.28
H: -6.361 3.077 -4.104  0.11
H: -4.305 -5.597 -2.183  0.18
C: -0.575 1.126 -2.153  -1.00
H: 6.053 7.703 7.545  0.27
C: -9.734 -1.721 3.519  -0.55
H: -7.144 -1.965 1.321  0.19
H: -3.119 3.513 -2.518  0.22
O: -3.267 0.285 -1.839  -0.69
C: 6.550 -0.290 2.945  -0.64
H: -3.110 -6.786 -1.602  0.21
H: 0.641 -5.406 0.249  0.29
H: -6.171 5.551 -3.535  0.21
H: 5.442 6.429 8.632  0.29
H: 3.639 1.666 1.013  0.37
C: -3.461 0.892 0.402  0.33
H: -5.721 2.486 -6.627  0.18
C: 0.838 -2.327 -2.973  -0.76
H: 9.448 -2.243 -3.170  0.28
H: 2.918 3.620 6.304  0.30
C: -5.667 -0.078 1.028  -0.72
H: -1.012 -1.598 -2.157  0.52
C: -2.754 0.906 1.524  0.86
H: 7.189 0.183 3.681  0.08
H: 1.092 2.082 0.014  0.35
O: 9.438 1.610 4.576  -0.49
H: -3.574 5.598 -1.584  0.22
H: 3.426 -0.382 -3.995  0.31
O: 9.788 -2.886 -1.215  -0.47
H: 3.245 -3.815 -3.118  0.33
H: -1.876 -7.399 -5.587  0.20
H: 10.200 1.836 8.724  0.27
O: -0.314 -4.853 -1.518  -0.35
H: -5.246 1.979 0.913  0.48
H: 7.832 2.799 5.018  0.23
C: -4.989 3.195 -7.024  -0.38
O: -5.921 2.595 -2.129  -0.43
H: 2.990 3.542 4.533  0.23
H: 0.570 -3.368 -2.906  0.62
H: 1.430 -0.088 2.104  0.41
H: 3.485 0.298 3.432  0.41
O: 6.137 5.765 6.781  -0.43
H: -4.187 2.642 -7.506  0.31
C: 1.727 0.840 1.635  -0.67
C: 0.084 -5.851 -0.578  -0.70
C: -6.536 -2.183 0.447  0.43
C: 2.108 -2.024 -3.490  0.80
H: 4.229 4.454 5.423  0.22
C: 3.588 3.570 5.441  -0.55
H: -4.246 -7.221 -2.893  0.27
H: -1.357 1.301 -2.887  0.52
C: 5.511 6.755 7.591  -0.58
C: -9.312 -0.621 -2.237  -0.20
H: 8.892 -3.897 -2.804  0.27
H: -7.745 2.735 -3.053  0.25
H: -5.271 -0.215 2.039  0.34
H: -2.861 4.467 -0.408  0.20
H: -6.533 -4.102 1.404  0.30
H: -9.839 -2.217 4.488  0.27
H: 1.570 1.674 2.313  0.33
C: -1.637 -6.933 -6.543  -0.39
F: -3.301 1.131 2.711  -0.36
H: -8.862 0.369 -2.355  0.01
O: -5.459 -1.276 0.306  -0.23
C: 0.947 1.045 0.328  -0.11
H: -9.896 -3.336 2.441  0.27
O: -0.869 0.055 2.558  -0.58
C: -3.643 -6.415 -2.483  -0.49
H: 12.075 1.679 7.349  0.28
C: 3.220 0.713 1.333  -0.86
H: -6.294 4.529 -7.558  0.29
H: -2.457 -6.272 -6.836  0.25
O: -6.733 5.431 -4.306  -0.36
H: 4.131 -0.938 2.367  0.35
H: 6.144 -1.215 3.342  0.57
H: -7.180 -2.096 -0.432  -0.19
H: 10.659 -3.227 -1.436  0.27
C: 9.006 -2.886 -2.404  -0.49
O: -1.394 -7.913 -7.553  -0.54
H: -0.003 2.049 -2.072  0.38
H: 3.349 0.039 0.485  0.28
H: -8.253 6.588 -3.470  0.27
H: 2.722 -3.647 -4.787  0.29
H: -2.194 -8.435 -7.651  0.30
H: -7.078 7.482 -4.467  0.29
H: 10.323 1.457 4.926  0.28
C: 1.587 0.323 -3.164  -0.32
H: -4.990 -3.688 0.690  0.31
H: -0.732 -6.342 -6.431  0.18
H: -8.261 6.408 -5.234  0.22
H: -10.695 -1.290 3.228  0.27
C: 10.587 0.893 8.329  -0.61
H: -0.783 -6.387 -0.182  0.26
H: 8.442 -0.222 1.919  0.27
H: -7.730 -1.606 -2.801  0.31
H: -6.730 0.142 1.120  0.52
H: 9.752 0.244 8.080  0.24
O: -2.734 -5.999 -3.493  -0.41
C: 8.838 2.607 5.386  -0.52
C: 7.666 -2.173 1.554  -0.90
H: 4.507 6.906 7.204  0.21
H: -0.879 -4.230 -1.050  0.23
H: 1.901 1.356 -3.229  0.36

Calculated values
**Max |F|**: 0.91 eV Å⁻¹
**HOMO level**: -8.563 eV
**Net charge**: 0